The following is a quantum chemistry calculation of a 2-piece molecular cluster, C4H8N2O overall, from the Open Molecules 2025 dataset.

Last column: Mulliken charge in e.
CARTESIAN COORDINATES (ANGSTROEM)
O 0.543 0.068 -1.636  -0.77
N 0.425 -0.308 1.939  -0.33
N -0.306 3.019 -1.303  -0.16
C -0.965 -1.378 -0.410  -1.24
C -0.117 2.205 -0.472  -0.15
C 0.853 -0.025 0.722  -0.30
C 0.355 -0.600 -0.556  0.72
H -1.785 -0.664 -0.259  0.28
H 1.768 0.554 0.640  0.46
H -0.474 -0.748 2.073  0.21
H -0.973 -2.122 0.399  0.37
H -1.144 -1.896 -1.355  0.33
H -0.356 3.354 -2.245  0.30
H 0.954 -0.067 2.764  0.23
H 1.222 -1.393 -0.301  0.05

Cartesian forces, eV/Å:
O 0.08 0.00 -0.20
N -0.05 0.00 -0.10
N 0.19 -0.82 0.75
C -0.04 -0.02 -0.05
C -0.23 0.94 -0.76
C 0.06 -0.04 0.06
C -0.14 -0.13 0.53
H 0.11 -0.07 -0.02
H -0.09 -0.04 0.00
H 0.12 0.05 -0.05
H 0.03 0.11 -0.12
H 0.03 0.06 0.14
H 0.00 -0.03 0.06
H -0.06 -0.02 -0.18
H -0.02 0.02 -0.07

The HOMO energy comes out at -7.6028 eV. The calculated total energy comes out at -341.82275 Ha. Its total charge is 0. For the gap between HOMO and LUMO, the calculation gives 8.227 eV.

---

The following is a quantum chemistry calculation of a single C3H8O molecule, from the Open Molecules 2025 dataset.

Last column: Mulliken charge in e.
CARTESIAN COORDINATES (ANGSTROEM)
O -0.115 0.858 0.496  -0.31
C -0.880 -0.804 -0.913  -0.93
C 1.231 1.076 0.344  -0.61
C -0.619 -0.383 0.523  -0.28
H 1.855 0.440 1.127  0.25
H 0.046 -0.999 1.175  0.31
H -1.505 -0.445 1.142  0.27
H -1.261 -1.881 -1.026  0.30
H -1.700 -0.106 -1.334  0.23
H 1.699 0.861 -0.690  0.24
H 1.341 2.119 0.858  0.24
H -0.093 -0.736 -1.702  0.27

Cartesian forces, eV/Å:
O -0.54 2.96 0.31
C -2.01 -1.27 -1.81
C 2.53 0.24 2.41
C 0.78 -2.58 0.07
H -1.12 0.63 -1.52
H 0.17 -0.39 -1.00
H -0.76 0.55 -0.31
H 0.33 1.47 0.37
H 1.07 -1.14 0.78
H -0.92 0.81 1.43
H 0.39 -1.43 -1.95
H 0.07 0.15 1.22

The HOMO energy comes out at -9.8116 eV. The SMILES is CCOC. The calculated total energy comes out at -194.27663 Ha. Its total charge is 0. For the gap between HOMO and LUMO, the calculation gives 10.915 eV.

---

The following is a quantum chemistry calculation of a 10-piece molecular cluster, C30H46F6N4O22 overall, from the Open Molecules 2025 dataset.

Last column: Mulliken charge in e.
CARTESIAN COORDINATES (ANGSTROEM)
F 2.161 -4.895 -0.230  -0.36
F -1.526 1.715 -2.309  -0.15
F 1.053 0.577 -0.603  0.03
F 6.295 -0.081 -2.890  -0.36
F -4.762 -2.144 -0.931  -0.19
F 5.087 6.006 1.284  -0.36
O 0.113 0.108 2.418  0.43
O 4.342 4.290 -0.040  -0.35
O 2.905 -1.001 1.116  -0.44
O 1.491 3.706 -0.915  -0.78
O 2.774 -3.230 1.189  -0.36
O -1.994 -0.647 2.120  -0.50
O 4.271 2.067 0.181  -0.36
O -2.292 -2.304 -2.920  -0.71
O -4.218 1.895 -3.462  -0.38
O 2.323 -0.738 -2.774  -0.51
O -3.595 1.911 -1.341  -0.06
O -4.039 -4.329 -1.226  -0.34
O -5.022 3.473 -2.064  -0.55
O -0.908 0.437 0.474  -0.05
O -2.815 -4.363 0.612  -0.36
O 0.930 -2.050 0.835  0.57
O -1.371 2.448 3.091  -0.69
O -1.997 -5.273 -1.290  -0.42
O 3.374 3.412 1.750  -0.31
O 4.204 0.504 -2.462  -0.37
O 1.045 -3.248 3.508  -0.59
O 3.905 -1.321 -1.312  -0.29
N 1.328 3.217 -3.088  0.28
N 0.891 -1.534 4.976  0.27
N -3.637 2.628 2.990  0.25
N -0.745 -3.715 -3.825  0.26
C 1.908 3.111 -1.909  0.56
C -3.376 0.695 -3.323  -0.21
C -0.562 -1.627 5.099  -0.79
C 1.804 2.322 -4.144  -0.79
C -1.788 -4.707 -4.070  -0.94
C 1.620 -0.426 5.559  -0.95
C 5.460 0.285 -1.873  0.35
C 0.523 -3.422 0.708  -0.19
C 1.589 -2.419 4.225  -0.03
C 5.245 -0.961 -0.953  -0.38
C -4.714 -3.386 -0.394  0.30
C 0.608 -4.142 -4.034  -0.89
C 3.370 -0.506 -2.198  0.64
C 3.993 3.134 0.634  0.65
C -2.812 -4.679 -0.724  0.61
C 0.870 1.145 1.762  -1.04
C -4.365 2.513 -2.270  0.45
C -0.975 -0.136 1.682  -0.30
C -1.119 -2.552 -3.199  0.09
C -3.792 -3.271 0.865  0.11
C 2.269 -1.979 1.049  -0.04
C 0.277 1.168 0.374  0.24
C 3.967 5.411 0.688  0.37
C -3.689 3.792 2.154  -0.99
C 1.786 -4.198 0.925  0.25
C -2.669 1.015 -1.960  0.60
C -4.909 2.131 3.535  -1.02
C 0.259 4.118 -3.463  -1.12
C -2.512 2.089 3.436  0.08
C 3.168 4.856 1.824  -0.49
H -1.028 -0.712 5.401  0.39
H 2.774 2.416 -1.930  -0.11
H -0.331 3.532 -4.171  0.36
H 2.088 5.121 1.945  0.21
H 0.141 2.169 0.081  0.28
H -1.062 -1.802 4.116  0.04
H 5.909 -1.822 -1.050  0.39
H -0.283 -1.887 -3.037  0.42
H -2.638 0.649 -4.202  0.26
H -1.352 -5.723 -3.921  0.37
H 1.694 0.360 4.838  0.25
H -5.752 -3.688 -0.318  0.17
H 5.833 1.233 -1.493  0.29
H -4.286 -3.522 1.781  0.23
H -0.925 -2.503 5.712  0.33
H 5.198 -0.695 0.116  0.15
H 1.237 -3.279 -3.984  0.20
H 3.395 6.098 0.110  0.32
H -4.072 -0.104 -3.273  0.29
H 0.718 -4.442 -5.051  0.41
H -5.419 2.808 4.235  0.35
H -2.684 4.033 1.893  0.28
H -5.656 2.001 2.683  0.31
H -4.882 1.165 3.960  0.35
H -4.287 3.612 1.278  0.35
H 2.628 -0.784 5.745  0.37
H -2.192 -4.637 -5.050  0.31
H 0.679 2.098 2.254  0.54
H 2.706 -2.324 4.368  0.29
H -0.351 4.411 -2.650  0.35
H -0.203 -3.657 1.499  0.18
H -3.230 -2.331 0.873  -0.16
H 0.771 4.926 -4.015  0.35
H 1.928 0.839 1.824  0.37
H 1.816 2.901 -5.030  0.53
H 1.202 -0.102 6.473  0.33
H -2.359 0.249 -1.240  -0.10
H 0.963 -4.904 -3.332  0.32
H -4.033 4.693 2.674  0.32
H 2.826 1.957 -3.852  0.19
H -2.596 -4.603 -3.303  0.21
H -2.640 1.296 4.131  0.37
H 3.648 5.099 2.796  0.35
H 0.083 -3.535 -0.258  0.13
H 1.798 -4.925 1.692  0.28
H 1.223 1.420 -4.191  0.19

Cartesian forces, eV/Å:
F -0.17 0.47 0.27
F 0.01 0.19 0.42
F -0.11 0.04 0.39
F 0.52 -0.11 -0.44
F 0.11 0.41 -0.82
F -0.39 -0.02 -1.03
O -0.37 -0.02 -0.25
O 0.12 0.20 0.05
O 0.96 1.53 0.58
O 0.61 0.07 0.55
O -0.04 -0.20 -0.23
O 1.54 -0.05 -0.99
O -0.14 -0.05 0.45
O 0.79 0.39 0.10
O 0.33 -0.24 0.01
O 1.44 0.91 0.94
O 1.10 -0.78 0.35
O -0.32 0.96 -0.24
O -0.54 0.31 0.11
O -0.11 0.08 -0.11
O 0.06 1.02 -0.39
O 0.61 0.02 -0.18
O -1.34 -0.24 0.43
O 1.93 -1.25 -0.92
O -0.89 0.61 0.32
O 0.12 0.83 0.04
O 0.55 -0.04 0.33
O 0.28 -1.13 0.25
N 0.49 -1.16 -0.78
N -0.11 -0.39 0.28
N -1.97 -0.56 1.16
N -1.31 0.26 0.81
C -0.50 0.29 0.66
C 0.92 1.55 0.12
C -0.88 -1.60 -1.36
C 1.33 -0.10 1.68
C 0.01 -0.84 1.81
C 0.58 -1.02 -0.76
C 0.25 -0.85 -0.11
C -0.55 0.55 1.19
C -0.70 0.08 0.27
C -1.04 1.49 0.94
C 1.28 -0.29 0.52
C 0.16 0.71 0.18
C -1.55 -1.52 -1.37
C 0.66 0.13 -1.56
C -2.96 1.35 2.73
C 0.84 -0.70 0.44
C 0.71 -0.37 -0.92
C -1.70 0.20 1.93
C -0.59 -1.58 -0.90
C 0.60 -1.81 -1.47
C -1.74 -1.99 -0.23
C 1.19 -0.56 -0.27
C 0.32 -0.71 1.18
C 0.26 0.50 0.28
C 1.10 0.01 -1.29
C -0.67 0.20 -1.03
C -1.58 1.06 -2.09
C 1.11 -0.83 -1.34
C 2.48 1.25 -1.18
C -0.60 -0.83 2.70
H 0.22 0.62 0.68
H -0.32 0.35 0.39
H -0.31 0.39 0.02
H 0.86 -0.50 -0.78
H -0.69 1.08 -0.73
H 0.80 0.05 0.42
H 0.01 0.36 -0.63
H 0.46 0.53 0.32
H -1.26 -0.02 1.51
H -0.28 0.74 -0.19
H -0.10 0.89 -0.25
H 0.00 -0.38 0.42
H -0.16 -0.29 0.46
H -0.16 0.15 0.49
H 0.73 0.98 -0.19
H 0.13 0.12 -0.42
H 0.61 0.62 0.47
H 0.23 0.76 -0.74
H -0.10 -1.09 -0.03
H 0.05 -0.77 -0.74
H 0.52 0.10 -0.06
H 0.76 -0.03 -0.56
H 0.98 0.31 0.80
H 0.72 -1.00 0.60
H -0.24 -0.04 -0.39
H 0.24 0.13 0.21
H -0.34 0.17 -0.97
H -0.03 -0.22 0.08
H -0.80 -0.08 -0.39
H -0.32 0.50 0.85
H 0.20 0.23 -0.34
H -0.44 -0.11 0.14
H -0.76 0.21 0.31
H -0.53 0.38 -0.39
H 0.18 0.11 -1.22
H -0.57 0.37 0.91
H -0.51 0.08 -0.53
H -0.23 0.03 -0.11
H -0.41 -0.30 0.20
H -0.84 0.56 -0.62
H 0.74 0.04 -1.11
H -0.28 -0.96 0.72
H -0.27 0.31 -0.70
H -0.12 -0.38 -0.69
H -0.19 -0.53 0.90
H -0.66 -0.29 -0.34

The HOMO energy comes out at -9.0553 eV. The SMILES is O=C1OC[C@@H](F)O1.O=C1OC[C@@H](F)O1.O=C1OC[C@@H](F)O1.O=C1OC[C@@H](F)O1.O=C1OC[C@@H](F)O1.O=C1OC[C@@H](F)O1.CN(C)C=O.CN(C)C=O.CN(C)C=O.CN(C)C=O. The calculated total energy comes out at -3644.34922 Ha. Its total charge is 0. For the gap between HOMO and LUMO, the calculation gives 9.587 eV.

---

The following is a quantum chemistry calculation of a 2-piece molecular cluster, C3H7NO3 overall, from the Open Molecules 2025 dataset.

Last column: Mulliken charge in e.
CARTESIAN COORDINATES (ANGSTROEM)
O 3.831 4.719 -3.305  -0.55
O 0.424 2.580 1.153  -0.45
O 1.831 1.122 2.143  -0.55
N 5.367 3.284 -2.413  -0.32
C -0.406 1.409 3.025  -0.86
C 4.939 4.215 -3.305  0.16
C 0.745 1.655 2.095  0.70
H 4.728 2.967 -1.680  0.22
H 6.313 2.899 -2.469  0.21
H 5.724 4.479 -4.055  0.27
H 1.240 2.675 0.589  0.33
H -0.689 2.342 3.541  0.27
H -0.130 0.657 3.783  0.29
H -1.281 1.039 2.464  0.27

Cartesian forces, eV/Å:
O 0.75 -0.36 0.02
O 1.25 -0.22 -0.42
O -0.71 0.39 -0.09
N 0.22 -0.31 0.26
C -0.29 -0.34 0.57
C -0.31 0.23 -0.11
C 0.38 -0.08 -0.11
H 0.50 0.20 -0.52
H -0.83 0.30 0.09
H -0.34 -0.08 0.28
H -1.03 -0.05 0.63
H 0.08 -0.33 -0.33
H -0.03 0.38 -0.44
H 0.35 0.27 0.16

The HOMO energy comes out at -10.1612 eV. The SMILES is CC(=O)O.NC=O. The calculated total energy comes out at -399.01379 Ha. Its total charge is 0. For the gap between HOMO and LUMO, the calculation gives 10.684 eV.

---

The following is a quantum chemistry calculation of a single C3H7F2NO2S molecule, from the Open Molecules 2025 dataset.

Last column: Mulliken charge in e.
CARTESIAN COORDINATES (ANGSTROEM)
S 0.503 -0.510 1.023  1.16
F 2.123 -1.042 -1.236  -0.20
F 1.849 0.948 -0.798  -0.25
O 0.405 -1.927 1.128  -0.66
O 0.698 0.200 2.217  -0.64
N -0.849 -0.037 0.315  0.00
C 2.046 -0.241 -0.202  0.14
C -1.190 -0.777 -0.930  -0.92
C -1.132 1.337 0.432  -0.87
H 2.906 -0.199 0.390  0.31
H -1.294 -1.811 -0.726  0.33
H -0.851 1.639 1.366  0.39
H -0.468 2.075 -0.269  0.23
H -2.231 1.593 0.327  0.31
H -0.388 -0.734 -1.759  0.27
H -2.125 -0.515 -1.278  0.40

Cartesian forces, eV/Å:
S 1.04 -2.98 -1.17
F 0.03 -2.03 -0.10
F -0.15 1.47 0.38
O 0.38 -0.84 -0.40
O 0.76 1.87 1.12
N -0.21 -0.77 -1.70
C -2.83 1.39 0.09
C 2.92 -0.18 -0.34
C -0.62 3.31 -3.42
H 1.50 -0.31 0.99
H 0.17 -1.02 0.63
H 0.50 0.76 2.57
H -1.72 -1.82 1.06
H 1.29 -0.57 -0.18
H -1.26 0.47 1.22
H -1.81 1.26 -0.76

The HOMO energy comes out at -10.2261 eV. The SMILES is CN(C)S(=O)(=O)C(F)F. The calculated total energy comes out at -921.58569 Ha. Its total charge is 0. For the gap between HOMO and LUMO, the calculation gives 11.072 eV.

---

The following is a quantum chemistry calculation of a single C4H9NO molecule, from the Open Molecules 2025 dataset.

Last column: Mulliken charge in e.
CARTESIAN COORDINATES (ANGSTROEM)
O -0.515 0.801 0.448  -0.32
N 1.898 1.047 0.113  -0.45
C 2.509 -0.217 -0.202  -0.70
C 0.716 1.384 0.372  0.11
C -0.965 -0.469 -0.025  -0.12
C -2.488 -0.378 -0.021  -1.25
H -0.592 -0.674 -1.037  0.30
H -0.635 -1.268 0.649  0.26
H 3.572 -0.124 0.049  0.28
H 2.112 -1.088 0.340  0.26
H -2.958 -1.334 -0.277  0.37
H -2.828 0.379 -0.732  0.31
H 0.546 2.429 0.638  0.36
H -2.843 -0.071 0.967  0.32
H 2.470 -0.416 -1.281  0.27

Cartesian forces, eV/Å:
O 0.05 0.10 0.07
N -0.43 0.22 0.12
C 0.01 -0.28 -0.08
C 0.22 0.06 -0.08
C -0.03 -0.19 -0.05
C 0.00 0.03 -0.01
H 0.08 0.09 0.19
H 0.10 0.12 -0.10
H -0.21 -0.14 -0.02
H -0.09 0.17 -0.13
H 0.20 0.13 0.02
H 0.08 -0.10 0.02
H 0.03 -0.09 -0.04
H 0.10 -0.12 -0.08
H -0.12 -0.01 0.17

The HOMO energy comes out at -9.2871 eV. The SMILES is CCO/C=N\C. The calculated total energy comes out at -287.75825 Ha. Its total charge is 0. For the gap between HOMO and LUMO, the calculation gives 10.221 eV.

---

- Look up the calculated total energy of the fourth one.
  -399.01379 Ha